The following is a quantum chemistry calculation of a 2-piece molecular cluster, C3H8O2 overall, from OMol25.

LUMO energy   0.04 eV
Strongest force on any atom   0.41 eV Å⁻¹
Energy relative to the best compared isomer or geometry (same formula, charge and spin)   549.2 kJ/mol
Total energy   -269.3857 a.u.
Orbital gap   7.61 eV

Each line ends with the Löwdin charge.
Cartesian coordinates (Å):
H (-1.13, -0.62, -1.36)  0.13
H (2.22, -0.82, 0.97)  0.07
C (0.72, 0.28, -0.69)  0.08
H (1.06, 1.16, -0.15)  0.10
H (-1.00, 0.57, 2.03)  0.06
C (-0.73, 0.37, -1.08)  -0.31
H (1.41, -0.10, -1.44)  0.09
H (0.60, -0.75, 0.95)  0.01
O (1.44, -1.19, 0.51)  -0.08
O (-1.37, 0.90, 0.04)  -0.20
C (-0.89, 0.05, 1.08)  -0.14
H (-1.46, -0.89, 1.09)  0.07
H (-0.86, 1.04, -1.95)  0.13